{"formula": "C5H10NO4PS", "method": "the ωB97M-V functional and the def2-TZVPD basis", "elements": ["C", "C", "C", "O", "C", "C", "O", "N", "P", "O", "O", "S", "H", "H", "H", "H", "H", "H", "H", "H", "H", "H"], "xyz": [[-1.64, 1.60, 0.85], [-1.09, 0.20, 0.43], [-1.06, -0.15, -0.85], [-0.67, -1.38, -1.31], [-0.13, -2.27, -0.37], [1.29, -1.91, 0.09], [1.58, -2.24, 1.29], [1.99, -1.23, -0.73], [3.07, -0.10, -0.24], [3.65, -0.35, 1.05], [4.07, 0.00, -1.56], [2.00, 1.75, -0.27], [-1.83, 2.26, -0.10], [-0.88, 2.23, 1.35], [-2.46, 1.71, 1.59], [-0.87, -0.38, 1.31], [-1.46, 0.51, -1.64], [-0.10, -3.36, -0.67], [-0.96, -2.13, 0.48], [2.56, -2.13, 1.60], [4.91, -0.01, -1.23], [2.11, 2.05, -1.56]], "e_tot_ha": -1291.79061, "smiles": "C/C=C/OC/C(O)=N/[P@@](=O)(O)S", "e_lumo_ev": 0.54, "spin_multiplicity": 1, "e_above_lowest_ev": 3.093, "gap_ha": 0.3458, "homo_energy_ev": -8.87, "fmax_ha_per_bohr": 0.093}